1.
{"formula": "C16H59IN2O22S", "method": "wB97M-V/def2-TZVPD", "species": ["C", "C", "O", "O", "C", "C", "C", "O", "C", "C", "C", "C", "C", "C", "C", "C", "C", "I", "C", "N", "S", "N", "C", "H", "H", "H", "H", "H", "H", "H", "H", "H", "H", "H", "H", "H", "H", "H", "H", "H", "H", "H", "H", "H", "O", "H", "H", "O", "H", "H", "O", "H", "H", "O", "H", "H", "O", "H", "H", "O", "H", "H", "O", "H", "H", "O", "H", "H", "O", "H", "H", "O", "H", "H", "O", "H", "H", "O", "H", "H", "O", "H", "H", "O", "H", "H", "O", "H", "H", "O", "H", "H", "O", "H", "H", "O", "H", "H", "O", "H", "H"], "xyz": [[5.11775, 0.41842, -0.20238], [4.14328, -0.69074, 0.54859], [4.31569, -0.93591, 1.87187], [3.07454, -1.44992, -0.12275], [1.73705, -0.90744, 0.27613], [1.30380, 0.17047, -0.88095], [0.46111, -0.18754, -2.24320], [-0.02307, -1.54593, -2.53374], [-1.15258, -1.93577, -1.67583], [-2.58043, -1.20373, -2.03714], [-2.71667, -0.79033, -3.65107], [-2.71117, 0.10379, -1.05731], [-4.10496, 0.19686, -0.19975], [-4.56491, -1.19451, 0.53616], [-3.80515, 1.28413, 1.03539], [0.14729, 1.01382, -3.33229], [0.59695, 2.58530, -3.18145], [0.03264, 3.96639, -4.78194], [1.42502, 2.98665, -1.80211], [1.90572, 4.38411, -1.43836], [2.64716, 4.05876, 0.13413], [2.51760, 2.33990, 0.48501], [1.75358, 1.77110, -0.70139], [5.03027, 1.50668, 0.26889], [4.96372, 0.42553, -1.37017], [6.22997, 0.06664, -0.00283], [1.81141, -0.38223, 1.34463], [1.02847, -1.83164, 0.38897], [-0.95302, -1.77634, -0.52582], [-1.29701, -3.11202, -1.81025], [-3.42288, -2.02471, -1.86964], [-1.90699, -1.30049, -4.32491], [-2.60653, 0.38039, -3.82077], [-3.82814, -1.04853, -3.95789], [-1.81937, 0.21555, -0.28946], [-2.66461, 1.07912, -1.73917], [-5.02281, 0.62358, -0.79903], [-5.24488, -0.95394, 1.45800], [-5.26301, -1.76672, -0.24435], [-3.67694, -1.93077, 0.76038], [-2.96641, 0.77762, 1.71730], [-4.77139, 1.32212, 1.73268], [-3.48695, 2.34004, 0.64077], [-0.43598, 0.67830, -4.31311], [-5.63583, -1.86808, 3.67665], [-6.35269, -1.72641, 4.31300], [-5.30052, -2.75075, 3.89446], [-2.19233, 0.49510, -6.07873], [-2.88485, 0.77391, -6.69646], [-1.98088, -0.40882, -6.35655], [-1.32551, 7.54173, -6.01397], [-2.04237, 7.68340, -5.37762], [-0.99019, 6.65906, -5.79616], [-3.72589, 4.79300, -4.11339], [-4.12965, 4.85347, -4.99216], [-2.80253, 4.56225, -4.29540], [-2.35931, -1.02512, 3.66632], [-3.21231, -1.44764, 3.84733], [-2.38645, -0.20959, 4.18897], [6.08564, 0.49830, 3.86949], [5.63805, 0.41733, 4.72508], [5.51824, 0.00202, 3.26060], [-6.52542, 2.13141, -0.34082], [-7.29110, 2.05874, 0.24856], [-6.74154, 2.88234, -0.91386], [-3.49019, -2.90444, 5.30672], [-2.80197, -3.58337, 5.37232], [-3.58115, -2.57494, 6.21344], [5.77827, -3.64414, 2.41908], [6.14634, -3.65204, 3.31539], [5.20208, -2.86511, 2.40949], [4.91237, 5.46520, 2.71865], [5.00237, 4.57066, 3.08003], [5.41195, 5.43384, 1.88894], [0.15781, 1.48877, 2.07871], [-0.21347, 0.61758, 1.87357], [0.98235, 1.51740, 1.57047], [8.06306, -4.45746, 4.77872], [8.48808, -5.28449, 4.50617], [8.67555, -3.76936, 4.47812], [2.78773, -0.21653, 4.51976], [2.17275, 0.33413, 4.01234], [3.16621, -0.81517, 3.85842], [3.58492, -3.70659, 5.00016], [3.62795, -3.50582, 4.05319], [4.51382, -3.77551, 5.26729], [3.08773, -1.52921, 7.28406], [2.47275, -0.97855, 6.77664], [3.46621, -2.12784, 6.62272], [0.28492, -2.35094, 6.34243], [0.32795, -2.15018, 5.39547], [1.21382, -2.41987, 6.60956], [1.65059, 4.81880, -7.88206], [2.56785, 4.98585, -7.61819], [1.20825, 4.58088, -7.05338], [-2.88549, -3.16301, -4.83096], [-2.87775, -3.84346, -5.52077], [-2.31007, -3.52379, -4.13979], [-1.96431, -3.48088, -7.55038], [-2.36806, -3.42041, -8.42915], [-1.04094, -3.71163, -7.73239]], "atomic_forces_ev_per_a": [[0.505, -0.837, -0.185], [0.173, -1.013, 5.490], [-1.040, 1.440, -7.764], [1.723, 2.883, 1.866], [-0.395, 0.767, -0.083], [-1.654, 1.498, -2.919], [1.571, 2.535, 2.153], [0.552, 3.485, 1.645], [-1.855, -1.336, 0.691], [0.589, 0.071, -0.417], [-0.352, 1.095, 0.832], [-0.977, 0.782, -0.310], [0.295, 0.763, 1.500], [-0.770, -0.164, -1.567], [-0.275, -1.330, 0.285], [1.449, 2.076, 1.358], [0.298, -5.057, 2.736], [0.480, -1.280, 1.747], [-0.072, 0.248, -0.027], [-0.545, -7.389, 1.940], [-1.339, -2.112, -1.908], [-2.992, 0.993, -5.832], [0.516, 1.372, 0.123], [-0.253, -2.656, -0.913], [0.013, 0.015, 2.519], [-2.378, 0.570, -0.284], [-0.083, -1.119, -2.459], [1.348, 1.918, -0.585], [-0.098, -0.152, -2.332], [0.675, 2.513, 0.005], [1.797, 1.879, 0.084], [-1.902, 0.940, 1.525], [-0.192, -2.573, 0.760], [2.591, 0.384, 0.317], [-1.708, -0.525, -1.541], [-0.031, -2.019, 1.453], [2.138, -1.030, 0.975], [1.641, -0.628, -1.641], [1.443, 1.014, 1.682], [-1.654, 1.634, -0.071], [-1.614, 1.319, -1.503], [2.067, 0.259, -1.649], [-0.642, -2.048, 0.868], [1.348, 0.948, 2.349], [-0.345, -0.177, 0.271], [0.261, -0.013, -0.235], [0.053, 0.270, 0.044], [-0.034, 0.022, -0.835], [0.263, -0.031, 0.219], [-0.136, 0.150, 0.128], [-0.174, -0.336, 0.281], [0.224, -0.026, -0.176], [-0.088, 0.414, -0.064], [0.149, 0.043, -0.456], [0.086, -0.028, 0.314], [-0.247, -0.016, 0.144], [0.087, 0.530, -0.084], [0.199, 0.035, 0.045], [0.037, -0.283, -0.221], [-0.209, -0.194, 0.199], [0.089, 0.104, -0.262], [0.069, 0.149, -0.021], [-0.641, 0.432, -0.023], [0.277, -0.017, -0.161], [0.130, -0.229, 0.150], [-0.103, -0.582, 0.579], [-0.080, 0.302, -0.055], [0.062, -0.050, -0.319], [-0.274, 0.244, 0.460], [0.201, -0.157, -0.261], [0.200, -0.018, -0.242], [0.164, -0.404, -0.300], [-0.019, 0.280, -0.018], [-0.135, 0.074, 0.311], [0.166, -0.556, 0.020], [-0.187, 0.294, 0.154], [-0.240, 0.323, 0.184], [0.295, 0.025, -0.266], [-0.225, 0.243, 0.090], [-0.212, -0.175, 0.129], [-0.163, -0.111, -0.342], [0.105, -0.018, 0.178], [-0.057, 0.181, 0.104], [0.335, 0.334, -0.073], [-0.013, -0.217, 0.227], [-0.233, -0.160, -0.093], [-0.213, -0.197, -0.166], [0.409, 0.100, 0.001], [-0.144, 0.170, 0.020], [0.126, 0.062, -0.395], [-0.105, -0.035, 0.300], [-0.180, -0.125, 0.134], [0.179, 0.016, 0.307], [-0.317, -0.030, -0.114], [0.288, 0.000, -0.360], [0.091, -1.092, -0.116], [0.047, 0.230, 0.012], [-0.214, 0.148, -0.162], [0.212, -0.053, -0.518], [0.074, -0.042, 0.297], [-0.281, 0.067, 0.119]], "multiplicity": 1, "total_charge": 0, "homo_energy_ha": -0.331}



2.
{"formula": "C16H5Br2Cl5NO3Re", "method": "wB97M-V/def2-TZVPD", "species": ["Re", "Cl", "C", "C", "C", "Cl", "C", "Cl", "C", "Cl", "C", "Cl", "Br", "C", "C", "C", "Br", "C", "C", "C", "C", "N", "C", "C", "O", "H", "H", "H", "H", "O", "C", "O", "H"], "xyz": [[1.04628, 1.15068, -1.13361], [3.27147, 2.02004, 1.50693], [2.87866, 0.41629, 1.13229], [2.01675, -0.01338, 0.15902], [1.15779, -2.34767, -0.34755], [-0.11760, -1.91249, -1.78294], [1.95549, -1.50452, 0.30351], [1.02811, -4.01636, -0.20801], [2.89139, -1.84650, 1.39383], [3.27981, -3.38879, 1.96665], [3.42671, -0.70311, 1.87283], [4.55441, -0.56027, 3.12350], [-0.54041, -4.14642, -4.04758], [-0.28625, -2.94262, -2.75981], [-2.58991, -2.07827, -0.65346], [-3.42765, -1.33526, 0.12039], [-5.09129, -1.85686, 0.78397], [-2.83948, -0.05055, 0.35691], [-3.24980, 1.05709, 1.06651], [-2.41530, 2.17083, 1.11238], [-1.20505, 2.15886, 0.45987], [-0.77812, 1.09220, -0.26253], [-1.57757, -0.01349, -0.31768], [-1.44594, -1.26662, -0.93145], [0.60055, -0.37237, -2.24197], [-2.75216, -3.08568, -1.00338], [-4.20160, 1.05306, 1.58338], [-2.69611, 3.05585, 1.66311], [-0.53248, 3.00516, 0.49385], [1.26075, 4.50114, 0.11114], [1.91843, 4.12730, -0.81260], [1.93396, 2.85243, -1.26106], [2.52615, 4.78031, -1.44646]], "atomic_forces_ev_per_a": [[-0.015, -0.475, -0.007], [0.016, -0.053, 0.036], [0.069, 0.112, 0.074], [-0.315, -0.080, -0.205], [0.137, -0.266, 0.061], [-0.070, -0.073, -0.120], [-0.126, 0.298, -0.083], [0.021, 0.103, -0.078], [0.039, -0.072, 0.006], [-0.007, -0.038, 0.013], [0.070, 0.061, 0.055], [-0.013, 0.013, -0.003], [0.000, -0.130, -0.189], [-0.135, -0.080, 0.280], [-0.018, 0.004, 0.045], [-0.009, 0.012, -0.008], [-0.021, -0.007, 0.009], [-0.017, 0.071, 0.002], [-0.054, -0.064, 0.002], [0.052, 0.105, 0.024], [-0.010, -0.042, -0.055], [-0.063, -0.286, -0.027], [0.207, 0.069, -0.036], [-0.045, 0.030, 0.020], [0.376, 0.855, 0.306], [0.012, -0.003, -0.005], [0.006, 0.000, -0.001], [0.009, 0.006, -0.003], [0.083, 0.102, 0.013], [0.064, -0.266, -0.020], [-0.294, 0.212, -0.169], [-0.124, -0.075, -0.020], [0.174, -0.040, 0.085]], "multiplicity": 4, "total_charge": 1, "homo_energy_ha": [-0.408, -0.410], "s_squared": 3.820}



Among the records above, which one has the highest multiplicity?
C16H5Br2Cl5NO3Re



The highest multiplicity belongs to which entry?
C16H5Br2Cl5NO3Re



Which formula does entry 1 have?
C16H59IN2O22S



Which of these has the highest multiplicity?
C16H5Br2Cl5NO3Re